1.
Molecular formula: C4H5FOS
Method: DFT, wB97M-V/def2-TZVPD

CARTESIAN COORDINATES (ANGSTROEM)
C1 2.3278 -0.1523 -2.1600
C2 1.1820 0.0214 -1.2281
F1 1.1896 1.2984 -0.7281
C3 0.3564 -0.9413 -0.8440
O1 -0.7091 -0.8251 0.0601
C4 -0.7228 0.0292 1.0718
S1 -2.0119 0.1947 2.0301
H1 3.2124 0.0531 -1.6208
H2 2.3608 -1.1885 -2.5902
H3 2.2318 0.5368 -3.0597
H4 0.2870 -1.8727 -1.3358
H5 0.2039 0.5291 1.1575

Results
E_HOMO: -8.92 eV
Multiplicity: 1
Kohn-Sham gap: 9.2 eV
SMILES string: C/C(F)=C/OC=S

---

2.
Molecular formula: C4H5FS
Method: DFT, wB97M-V/def2-TZVPD

CARTESIAN COORDINATES (ANGSTROEM)
C1 0.2472 1.4248 -0.0661
C2 0.3992 0.0179 -0.0087
C3 -0.7997 -0.8132 -0.0969
S1 -2.2163 -0.0506 0.0438
C4 1.5596 -0.6557 0.0105
F1 2.7870 -0.0742 0.0134
H1 1.3067 1.7650 -0.2266
H2 -0.4993 1.6724 -0.7676
H3 0.1271 1.7295 1.0954
H4 -0.6081 -1.8689 -0.2120
H5 1.6137 -1.6627 0.2575

Results
E_HOMO: -8.84 eV
Multiplicity: 1
Kohn-Sham gap: 8.2 eV
SMILES string: C/C(C=S)=C\F

---

3.
Molecular formula: C4H5FeO3
Method: DFT, wB97M-V/def2-TZVPD

CARTESIAN COORDINATES (ANGSTROEM)
O1 0.3013 -1.0020 -0.8187
C1 0.6298 0.2517 -0.7352
C2 0.0446 1.2327 0.0702
C3 0.4214 2.5143 -0.2029
H1 1.3617 0.5250 -1.5023
H2 -0.5705 0.9816 0.9303
H3 1.0032 2.7586 -1.0948
H4 0.1174 3.3354 0.4469
O2 -0.0016 -2.9581 0.0051
C4 -0.6664 -1.8960 0.0235
O3 -1.2922 -1.4052 0.9292
Fe1 -2.2951 -1.7105 2.4597
H5 0.9463 -2.6275 -0.5109

Results
E_HOMO (spin up / spin down): -23.54 / -23.53 eV
Charge: +3
Multiplicity: 5
Kohn-Sham gap (spin up / spin down): 7.8 / 6.6 eV

---

4.
Molecular formula: C4H5HgLiO
Method: DFT, wB97M-V/def2-TZVPD

CARTESIAN COORDINATES (ANGSTROEM)
O1 -0.6945 -1.5004 -1.1672
C1 0.0286 -0.7930 -0.5886
C2 1.1580 -0.1854 0.0032
Hg1 -2.4571 -1.2397 -2.9294
Li1 -1.5317 -3.2227 -0.6209
H1 1.7188 0.3729 -0.7469
H2 1.7765 -0.8373 0.6201
C3 0.1676 0.5532 0.9054
C4 0.0836 1.8994 0.9287
H3 -0.4705 2.4120 1.7062
H4 -0.3246 0.0165 1.7151
H5 0.5453 2.5247 0.1745

Results
E_HOMO (spin up / spin down): -10.46 / -12.44 eV
Charge: +1
Multiplicity: 2
Kohn-Sham gap (spin up / spin down): 5.9 / 7.8 eV

---

5.
Molecular formula: C4H5HgO5
Method: DFT, wB97M-V/def2-TZVPD

CARTESIAN COORDINATES (ANGSTROEM)
O1 -2.6977 -2.3551 1.0746
O2 -2.1277 -0.3811 0.6599
C1 -1.8561 -1.5862 0.5141
O3 -0.8159 -1.9935 -0.1213
C2 0.4484 -1.2611 0.0081
C3 1.0149 -1.1199 -1.3793
H1 1.1032 -1.8445 0.6672
H2 1.1538 -2.1031 -1.8463
H3 1.9929 -0.6276 -1.3095
H4 0.3569 -0.5071 -2.0082
O4 -0.0091 3.3944 0.8185
C4 0.8751 4.1512 0.8537
O5 1.8099 4.8258 0.8826
Hg1 -1.4725 1.6988 0.7090
H5 0.2238 -0.2909 0.4769

Results
E_HOMO (spin up / spin down): -13.24 / -15.97 eV
Charge: +1
Multiplicity: 3
Kohn-Sham gap (spin up / spin down): 9.6 / 8.2 eV

---

6.
Molecular formula: C4H5I2NO2
Method: DFT, wB97M-V/def2-TZVPD

CARTESIAN COORDINATES (ANGSTROEM)
O1 2.2085 -1.8140 -0.0856
N1 1.1010 -1.5452 0.2874
O2 0.2963 -2.3168 0.7204
C1 0.6221 -0.0590 0.1946
C2 -0.4212 -0.0411 -0.9276
C3 -0.5707 1.0447 -1.6646
I1 -2.0315 1.4516 -3.1443
C4 -0.1465 0.1804 1.5527
I2 -1.5116 1.8795 1.5551
H1 1.3166 0.7629 0.0974
H2 -0.9548 -1.0448 -1.1309
H3 0.0987 1.9127 -1.4885
H4 -0.6499 -0.7287 1.6216
H5 0.6429 0.3178 2.4124

Results
E_HOMO: -9.47 eV
Multiplicity: 1
Kohn-Sham gap: 9.3 eV
SMILES string: O=[N+]([O-])[C@@H](/C=C/I)CI

---

7.
Molecular formula: C4H5I3
Method: DFT, wB97M-V/def2-TZVPD

CARTESIAN COORDINATES (ANGSTROEM)
C1 0.5758 0.1666 -0.4233
C2 0.1393 -0.4659 0.6022
C3 1.9209 0.6675 -0.6856
C4 -2.0529 -0.5066 0.6806
I1 -2.4715 1.3887 -0.0172
I2 -2.8281 -2.1042 -0.7602
I3 -2.5771 -0.9694 2.6849
H1 -0.1300 0.3875 -1.1513
H2 0.3506 -0.8870 1.6154
H3 2.7617 0.4127 -0.0601
H4 2.1100 0.1803 -1.6853
H5 2.2013 1.7299 -0.8000

Results
E_HOMO (spin up / spin down): -6.45 / -8.56 eV
Multiplicity: 3
Kohn-Sham gap (spin up / spin down): 6.7 / 4.8 eV

---

8.
Molecular formula: C4H5KO6
Method: DFT, wB97M-V/def2-TZVPD

CARTESIAN COORDINATES (ANGSTROEM)
C1 -0.7525 -0.3575 1.1761
C2 0.5765 -0.8354 0.6231
O1 -1.2429 0.6661 0.3242
H1 -0.5920 0.0510 2.1824
H2 -1.4700 -1.1918 1.2068
H3 0.6140 -1.9270 0.5343
H4 1.4097 -0.4413 1.2191
O2 -3.6845 1.1158 1.5931
O3 -3.1287 2.6884 0.0859
C3 -3.0653 1.7034 0.7579
O4 0.6564 -0.2601 -0.7041
C4 1.8523 -0.3257 -1.4156
O5 2.7432 -1.0723 -0.9816
O6 1.8654 0.3017 -2.4866
K1 4.6529 -0.6871 -3.5401
H5 -0.4347 0.5719 -0.5750

Results
E_HOMO: -9.00 eV
Multiplicity: 1
Kohn-Sham gap: 7.6 eV

---

| no. | molar mass (g mol⁻¹) |
| --- | --- |
| 1 | 120.15 |
| 2 | 104.15 |
| 3 | 156.93 |
| 4 | 276.61 |
| 5 | 333.67 |
| 6 | 352.90 |
| 7 | 433.80 |
| 8 | 188.18 |